1) Below is a gas-phase ion, C6H17N2 (charge +1), with properties calculated with wB97M-V/def2-TZVPD.

Element x y z (Å)
C -1.67 -1.74 0.00
N -1.12 -0.34 0.00
C -1.54 0.40 -1.25
C -1.54 0.40 1.25
H -1.32 -2.27 0.89
H -2.77 -1.78 0.01
H -1.31 -2.28 -0.89
H -1.16 1.42 -1.22
H -1.16 -0.15 -2.12
H -2.64 0.44 -1.31
H -1.16 1.42 1.21
H -2.64 0.42 1.30
H -1.17 -0.16 2.12
C 2.13 0.75 1.18
N 1.29 0.62 0.00
C 2.13 0.75 -1.18
C 0.41 -0.59 0.00
H 2.81 1.59 1.00
H 1.55 1.07 2.05
H 2.73 -0.14 1.46
H 2.81 1.59 -1.00
H 2.73 -0.14 -1.46
H 1.55 1.07 -2.05
H 0.54 -1.18 -0.88
H 0.53 -1.17 0.88

SMILES ... CN(C)C[N+](C)(C)C
HOMO energy ... -13.056 eV
LUMO level ... -2.637 eV
Gap between HOMO and LUMO ... 10.419 eV
Charge ... +1

2) Below is a molecular structure, C6H17N2, with properties calculated with wB97M-V/def2-TZVPD.

Element x y z (Å)
N 0.65 0.66 -1.11
C -0.54 1.20 -1.65
C -0.12 2.58 -2.24
C -1.69 1.39 -0.65
N 0.25 -1.54 -0.30
C 1.32 -1.85 0.61
C 0.75 -2.20 2.00
C -0.09 -1.07 2.59
H 0.38 -0.43 -0.69
H 0.83 1.14 -0.22
H 0.38 -2.06 -1.18
H -0.88 0.62 -2.51
H 0.21 3.25 -1.46
H 0.67 2.50 -2.97
H -1.00 2.99 -2.72
H -2.63 1.59 -1.16
H -1.46 2.22 0.01
H -1.81 0.49 -0.05
H 1.98 -2.62 0.21
H 1.98 -0.97 0.71
H 1.60 -2.41 2.63
H 0.15 -3.10 1.91
H -0.38 -1.28 3.61
H 0.47 -0.14 2.57
H -1.02 -0.94 2.05

HOMO energy ... -14.762 eV
LUMO level ... -7.968 eV
Gap between HOMO and LUMO ... 6.793 eV
Charge ... +1

3) Below is 2 unconnected molecules or ions with the total composition C6H17N2, with properties calculated with wB97M-V/def2-TZVPD.

Element x y z (Å)
N -2.30 -3.47 -1.58
C -0.14 0.33 -0.82
C 1.25 0.60 -0.90
C 2.06 0.35 0.50
C 3.49 0.81 0.34
C -1.08 1.29 -0.19
N -1.25 1.13 1.25
C -1.79 -0.18 1.64
H -1.45 -3.90 -1.94
H -2.18 -2.46 -1.58
H -3.04 -3.67 -2.24
H -0.54 -0.42 -1.51
H 1.48 1.65 -1.15
H 1.79 -0.03 -1.60
H 1.52 0.91 1.26
H 1.90 -0.70 0.72
H 3.51 1.89 0.27
H 3.99 0.36 -0.52
H 4.07 0.46 1.19
H -2.07 1.21 -0.64
H -0.78 2.33 -0.37
H -0.42 1.36 1.77
H -2.74 -0.34 1.12
H -1.15 -1.03 1.36
H -1.96 -0.24 2.70

HOMO energy ... -13.003 eV
LUMO level ... -7.070 eV
Gap between HOMO and LUMO ... 5.934 eV
Charge ... +1

4) Below is a gas-phase ion, C6H17N2 (charge +1), with properties calculated with wB97M-V/def2-TZVPD.

Element x y z (Å)
N 0.27 -0.29 -1.87
C 0.02 0.47 -0.57
C -0.88 1.65 -0.90
C -0.38 2.54 -2.05
C -0.57 -0.45 0.48
N 0.38 -0.75 1.53
C 1.39 -1.72 1.08
C -0.31 -1.25 2.72
H 0.64 0.36 -2.57
H 0.99 -1.00 -1.71
H -0.60 -0.73 -2.16
H 0.99 0.88 -0.31
H -1.01 2.26 -0.01
H -1.90 1.35 -1.15
H -0.72 2.23 -3.04
H -0.75 3.55 -1.87
H 0.71 2.67 -2.04
H -0.94 -1.36 -0.04
H -1.44 0.00 0.95
H 2.13 -1.79 1.88
H 1.95 -1.27 0.26
H 0.96 -2.68 0.86
H -1.06 -0.55 3.06
H 0.41 -1.34 3.53
H -0.70 -2.25 2.54

SMILES ... CC[C@H]([NH3+])CN(C)C
HOMO energy ... -12.554 eV
LUMO level ... -3.345 eV
Gap between HOMO and LUMO ... 9.208 eV
Charge ... +1

4) (28.7 kJ/mol below the next structure)

1) Below is a gas-phase ion, C7H7O3 (charge -1), with properties calculated with wB97M-V/def2-TZVPD.

Element x y z (Å)
C -0.93 1.47 -2.19
C -1.16 0.94 0.11
C 0.17 0.62 -2.29
C -1.60 2.58 -2.66
C 0.43 -0.31 -1.05
C 0.10 0.32 0.25
C 0.25 -0.73 1.32
O -2.13 1.08 0.79
O 0.82 0.40 -3.33
O -1.49 3.05 -3.80
H -2.18 3.11 -1.78
H -0.33 -1.15 -1.04
H 1.43 -0.83 -1.01
H 0.70 1.30 0.40
H 1.25 -1.05 1.19
H -0.45 -1.47 1.47
H 0.25 -0.09 2.23

HOMO energy ... -3.563 eV
LUMO level ... 3.478 eV
Gap between HOMO and LUMO ... 7.041 eV
Charge ... -1

2) Below is a gas-phase ion, C7H7O3 (charge -1), with properties calculated with wB97M-V/def2-TZVPD.

Element x y z (Å)
C -1.78 0.82 0.59
C -0.71 1.46 0.12
C -2.09 -0.46 0.06
C 2.45 -0.18 0.81
C 1.11 -0.30 0.85
C -0.89 -1.14 -0.64
C 0.34 -0.28 -0.43
O -0.01 2.39 -0.11
O -3.18 -0.93 0.19
O 1.11 0.00 -1.66
H -2.61 1.45 0.79
H 3.26 -0.03 1.60
H 2.94 -0.14 -0.17
H 0.56 -0.26 1.83
H -0.77 -2.14 -0.38
H -1.14 -1.14 -1.70
H 1.41 0.87 -1.74

HOMO energy ... -2.872 eV
LUMO level ... 3.888 eV
Gap between HOMO and LUMO ... 6.760 eV
Charge ... -1

2) (151.8 kJ/mol below the next structure)

1) Below is a single C3H6N4O molecule, with properties calculated with wB97M-V/def2-TZVPD.

Element x y z (Å)
C -0.97 1.31 -0.04
C -0.39 -1.17 -0.54
C 1.54 -0.30 0.39
H -2.68 -0.68 1.22
H -1.63 2.03 0.58
H 0.73 1.14 -1.07
H -1.09 -1.83 -1.18
H 1.03 0.05 1.23
H 3.36 -0.39 -0.35
N -1.13 -0.16 0.18
N 0.07 1.75 -0.60
N 0.84 -1.25 -0.50
N 2.75 0.08 0.42
O -2.44 -0.58 0.25

SMILES ... [H]/N=C\N=C/N(O)/C=N\[H]
HOMO energy ... -9.749 eV
LUMO level ... 0.393 eV
Gap between HOMO and LUMO ... 10.141 eV

2) Below is 3 unconnected molecules or ions with the total composition C3H6N4O, with properties calculated with wB97M-V/def2-TZVPD.

Element x y z (Å)
C -1.15 0.22 -0.52
C 0.97 -0.52 -0.27
C 0.30 -0.45 0.94
H -3.41 0.87 -0.01
H -2.13 1.13 -2.18
H 2.79 -1.06 -1.20
H 2.47 0.70 -0.52
H 2.09 0.28 2.06
H -1.75 -0.61 1.48
N -2.42 0.52 -1.13
N -0.13 -0.01 -1.31
N 2.47 -0.45 -0.38
N -1.04 0.01 0.93
O 0.93 -0.63 2.10

HOMO energy ... -7.783 eV
LUMO level ... -0.599 eV
Gap between HOMO and LUMO ... 7.184 eV

3) Below is a single C3H6N4O molecule, with properties calculated with wB97M-V/def2-TZVPD.

Element x y z (Å)
C 1.25 -1.25 0.29
C -0.90 -0.39 0.51
C -0.99 1.87 -0.93
H 0.91 -2.85 2.07
H 1.50 -0.29 -0.49
H -2.08 -0.35 0.72
H 0.32 0.57 -0.79
H -2.25 2.28 -0.88
H -1.09 3.16 -2.13
N 2.13 -2.02 0.66
N 0.05 -1.18 1.04
N -0.54 0.57 -0.35
N -0.23 2.70 -1.55
O 1.92 -2.83 1.83

SMILES ... [H]/N=C/N/C=N\C=N/O
HOMO energy ... -9.208 eV
LUMO level ... -0.038 eV
Gap between HOMO and LUMO ... 9.170 eV

4) Below is a single C3H6N4O molecule, with properties calculated with wB97M-V/def2-TZVPD.

Element x y z (Å)
C -0.68 -0.41 0.09
C 1.06 1.17 0.22
C 1.88 0.01 -0.33
H -1.76 1.05 -0.51
H -2.31 -0.93 1.15
H 1.35 2.11 -0.36
H 1.20 1.42 1.30
H 2.96 -0.05 -0.85
H -0.33 -2.12 -0.08
N -1.99 -0.87 -0.07
N -0.45 0.85 -0.06
N 1.47 -1.24 -0.28
N 0.22 -1.35 0.18
O -2.61 0.36 -0.39

SMILES ... ONC1=NCC=NN1
HOMO energy ... -9.198 eV
LUMO level ... 0.554 eV
Gap between HOMO and LUMO ... 9.752 eV

1) (118.7 kJ/mol below the next structure)